Entry 1:
Entry from the Open Molecules 2025 dataset: 14 unconnected molecules or ions with the total composition C18H48F10N14O35S10 (wB97M-V/def2-TZVPD).

Calculated values
total charge: -2
HOMO: -0.163 Ha
E_LUMO: 1.86 eV
energy: -9094.624208 a.u.
2S+1: 1

Geometry (Å):
C 0.5301 0.4067 1.3273
C -0.4386 0.7235 0.2401
O -0.7808 1.7883 -0.1687
N -1.2985 -0.4853 -0.0284
H -0.6769 -1.3060 0.0407
H -1.9673 -0.6422 0.7461
C -1.8776 -0.5907 -1.4081
H 0.6651 1.3422 1.8788
H 1.5138 0.0217 1.0571
H 0.1591 -0.2489 2.1171
H -2.3448 -1.5706 -1.4990
H -1.1478 -0.5694 -2.2182
H -2.5638 0.2242 -1.6221
C -4.9404 6.3596 0.2545
C -5.0378 5.3799 1.3846
O -5.9909 5.4424 2.0971
N -3.9600 4.3571 1.5926
H -3.0418 4.7893 1.3894
H -3.9836 4.1763 2.5970
C -4.0040 3.1005 0.7210
H -5.6571 7.1683 0.3565
H -5.1408 5.9286 -0.7312
H -3.9501 6.7955 0.1179
H -4.8175 2.4260 0.9566
H -2.9884 2.7251 0.8498
H -3.9445 3.4471 -0.3120
C -5.3283 -0.7058 -1.3774
C -5.8974 -2.0691 -1.3334
O -5.6698 -2.8936 -0.5263
N -6.7283 -2.4388 -2.5593
H -7.4397 -1.7355 -2.7400
H -6.0167 -2.4036 -3.3083
C -7.1966 -3.8598 -2.6682
H -4.5067 -0.6183 -0.6692
H -6.1205 -0.0106 -1.0735
H -4.8953 -0.2904 -2.2919
H -6.3171 -4.4715 -2.8562
H -7.8776 -3.9222 -3.5137
H -7.6817 -4.2178 -1.7647
C 3.1706 -6.3953 -1.2217
C 1.9227 -5.8563 -1.8966
O 1.3158 -6.4366 -2.7321
N 1.6496 -4.4389 -1.6036
H 1.9836 -4.2000 -0.6569
H 2.2871 -3.8001 -2.1163
C 0.1996 -3.9697 -1.7963
H 3.5229 -5.9732 -0.2828
H 3.9870 -6.2227 -1.9304
H 3.0635 -7.4765 -1.1588
H -0.3103 -4.0701 -0.8411
H -0.3739 -4.4588 -2.5744
H 0.3545 -2.9058 -1.9616
C 2.5522 2.4250 -0.2520
C 3.6297 2.9805 -1.1543
O 3.5313 3.0083 -2.3490
N 4.7729 3.6937 -0.4876
H 4.4759 4.6730 -0.5016
H 4.9003 3.5097 0.5080
C 6.0873 3.4526 -1.2221
H 1.7530 1.9306 -0.7961
H 2.1355 3.2682 0.2983
H 3.0983 1.6456 0.2910
H 6.2036 2.3784 -1.3321
H 6.8313 3.9635 -0.6172
H 5.9943 3.9332 -2.1913
C 3.1420 2.5084 5.0932
C 3.2787 1.2120 4.2990
O 3.0422 1.1312 3.1470
N 3.9346 0.0434 5.0018
H 4.7379 -0.1983 4.3795
H 4.3032 0.2352 5.9292
C 2.9307 -1.0895 5.1175
H 3.7972 3.2938 4.7342
H 3.3652 2.2480 6.1345
H 2.1040 2.7977 5.2589
H 2.1202 -0.7563 5.7626
H 3.4006 -1.9634 5.5620
H 2.5954 -1.3653 4.1141
N -1.5338 5.8500 1.8176
S -1.3376 7.1934 1.0250
O -1.5454 7.2181 -0.3853
O -0.3388 8.1441 1.5120
F -2.6380 7.9864 1.5717
S 0.0299 5.1997 1.4847
O 1.0051 5.5346 2.4890
O 0.3221 4.9793 0.1013
F -0.4194 3.7380 2.0395
N -3.0224 -5.6467 1.5520
S -1.6142 -6.0248 1.2448
O -0.5660 -5.6784 2.1763
O -1.3174 -6.1531 -0.1777
F -1.7600 -7.5822 1.7165
S -2.6812 -3.9586 1.5200
O -2.4250 -3.2975 0.2650
O -2.0507 -3.4646 2.7072
F -4.1953 -3.5982 1.8807
N -1.3180 4.1930 -4.7391
S -1.2603 3.2852 -6.0033
O -2.3145 2.3180 -6.1937
O 0.0438 2.9426 -6.4881
F -1.6490 4.4296 -7.0908
S -1.3302 2.8940 -3.6719
O -0.2406 1.9641 -3.7284
O -2.6011 2.4271 -3.2026
F -0.8460 3.8558 -2.4572
N 3.0087 -2.3308 -3.2232
S 4.5739 -2.4499 -3.3156
O 5.4446 -2.5089 -2.1574
O 5.2149 -1.9631 -4.5079
F 4.4047 -4.0383 -3.6951
S 2.9573 -0.6977 -2.6631
O 3.0001 0.2986 -3.6862
O 3.6971 -0.4338 -1.4517
F 1.4182 -0.5869 -2.1400
N 5.8798 -0.8433 3.2300
S 5.9895 -2.4778 3.6445
O 7.2216 -3.1320 3.2917
O 4.7432 -3.1753 3.5851
F 6.0623 -2.2271 5.2499
S 5.4158 -0.9972 1.7439
O 4.0123 -1.1940 1.5103
O 6.3643 -1.6052 0.8662
F 5.4634 0.5959 1.3993
N -2.8387 -2.4797 -3.7315
O -1.8279 -3.0973 -4.0624
O -3.8123 -3.0307 -3.1433
O -2.8721 -1.2298 -3.8638
N -3.5713 -0.3478 2.5742
O -4.1515 0.0536 1.5387
O -2.3303 -0.5830 2.5394
O -4.1980 -0.5400 3.6284
N 1.5624 -2.9931 1.7406
O 1.4770 -2.7018 2.9432
O 0.7859 -2.4876 0.8848
O 2.3788 -3.8526 1.2963

Löwdin population analysis, charges in e, atoms 1 to 99: 0.00, -0.38, 0.14, 0.11, 0.12, 0.11, -0.02, 0.07, 0.08, 0.09, 0.07, 0.09, 0.07, 0.02, -0.39, 0.15, 0.09, 0.10, 0.18, 0.06, 0.10, 0.11, 0.05, 0.09, 0.09, 0.11, 0.01, -0.41, 0.20, 0.08, 0.17, 0.15, 0.01, 0.06, 0.10, 0.10, 0.11, 0.09, 0.10, 0.03, -0.40, 0.16, 0.11, 0.12, 0.11, 0.03, 0.09, 0.09, 0.09, 0.05, 0.09, 0.07, 0.04, -0.38, 0.20, 0.09, 0.19, 0.17, 0.04, 0.09, 0.08, 0.08, 0.12, 0.10, 0.10, 0.04, -0.38, 0.17, 0.07, 0.08, 0.16, 0.03, 0.09, 0.07, 0.10, 0.11, 0.09, 0.07, -0.30, 0.45, -0.27, -0.30, -0.22, 0.57, -0.28, -0.25, -0.22, -0.25, 0.39, -0.29, -0.31, -0.25, 0.55, -0.28, -0.26, -0.21, -0.27, 0.42, -0.30

***

Entry 2:
Entry from the Open Molecules 2025 dataset: 7 unconnected molecules or ions with the total composition C18H48F2N7O10S2 (wB97M-V/def2-TZVPD).

Calculated values
total charge: +5
HOMO: -0.809 Ha
E_LUMO: -11.75 eV
energy: -2844.518542 a.u.
2S+1: 1

Geometry (Å):
N 0.8523 0.3462 0.0667
S 0.6967 1.2607 1.3760
O -0.1441 0.7775 2.4126
O 0.7772 2.6667 1.1175
F 2.1669 0.9516 1.9901
S -0.6691 -0.3824 -0.0152
O -1.6797 0.4383 -0.5872
O -0.9470 -1.4482 0.8795
F -0.2332 -1.2837 -1.3333
C 5.0352 3.1998 4.0698
C 3.6589 3.6855 3.7437
O 2.7681 3.7171 4.5044
N 3.4729 4.3406 2.3521
H 4.2985 4.8535 2.0272
H 3.4009 3.5377 1.7227
C 2.3623 5.3608 2.4496
H 4.9681 2.8175 5.0848
H 5.7242 4.0492 4.1177
H 5.3930 2.4643 3.3493
H 1.3562 4.9608 2.3865
H 2.4281 6.0241 1.5869
H 2.5349 5.9169 3.3633
C -0.8572 -5.1248 5.5897
C -0.1020 -4.1389 4.7627
O 0.4145 -4.3092 3.7132
N 0.0001 -2.7733 5.4084
H -0.4267 -2.7552 6.3356
H 0.9990 -2.5581 5.4230
C -0.7167 -1.6896 4.5777
H -1.8257 -4.7665 5.9377
H -0.2007 -5.4072 6.4230
H -1.0053 -6.0651 5.0622
H -1.4639 -1.2068 5.1977
H -1.0329 -2.1237 3.6378
H 0.0232 -0.9220 4.3648
C -1.5316 -2.8326 -5.6736
C -1.6194 -2.3606 -4.2672
O -1.8034 -1.2436 -3.9230
N -1.4083 -3.4216 -3.1855
H -1.5089 -4.3439 -3.6185
H -0.4832 -3.2910 -2.7733
C -2.3943 -3.2821 -2.0588
H -2.2727 -3.5512 -6.0282
H -0.5250 -3.2296 -5.8594
H -1.6076 -1.9656 -6.3277
H -2.1156 -3.8763 -1.1913
H -3.3419 -3.7186 -2.3745
H -2.5537 -2.2497 -1.7795
C -7.5631 1.4809 -2.6196
C -6.2625 1.2499 -3.3479
O -5.9354 0.2900 -3.9428
N -5.2048 2.3755 -3.2357
H -4.9961 2.7222 -4.1808
H -5.5609 3.2268 -2.7903
C -3.9048 1.8823 -2.6201
H -7.7828 2.5352 -2.4725
H -7.4245 1.0044 -1.6458
H -8.3006 0.9678 -3.2313
H -3.7576 0.8765 -3.0007
H -4.0273 1.8819 -1.5428
H -3.1011 2.5235 -2.9657
C 2.0174 -3.8720 0.5188
C 2.2896 -2.5356 1.1171
O 2.0232 -2.1995 2.2123
N 3.0624 -1.5436 0.2378
H 3.1258 -1.8410 -0.7378
H 2.5135 -0.6472 0.1998
C 4.4437 -1.3290 0.8294
H 1.2145 -3.9398 -0.2153
H 1.6792 -4.4969 1.3462
H 2.9236 -4.3175 0.1003
H 4.9855 -0.7116 0.1157
H 4.9898 -2.2594 0.9552
H 4.2506 -0.8091 1.7616
C 1.4254 4.2869 -1.9998
C 0.6115 3.1308 -2.4679
O -0.5396 3.0962 -2.6951
N 1.3737 1.7728 -2.4909
H 2.3492 2.0855 -2.5515
H 1.3727 1.2241 -1.5943
C 1.0600 0.9474 -3.6971
H 1.5228 4.1246 -0.9176
H 0.7901 5.1613 -2.1261
H 2.4164 4.4204 -2.4284
H 1.0108 1.5342 -4.6090
H 0.1424 0.3913 -3.5348
H 1.9059 0.2618 -3.7704

Just the Löwdin charges please, in e? Sure, here they are: -0.33, 0.51, -0.22, -0.26, -0.20, 0.57, -0.23, -0.23, -0.25, 0.04, -0.40, 0.21, 0.10, 0.19, 0.16, 0.02, 0.11, 0.12, 0.10, 0.09, 0.11, 0.12, 0.05, -0.40, 0.17, 0.12, 0.18, 0.19, 0.05, 0.11, 0.13, 0.11, 0.12, 0.09, 0.08, 0.05, -0.38, 0.16, 0.11, 0.19, 0.16, 0.02, 0.12, 0.12, 0.11, 0.11, 0.12, 0.08, 0.06, -0.38, 0.19, 0.10, 0.19, 0.18, 0.02, 0.10, 0.12, 0.12, 0.08, 0.11, 0.09, 0.05, -0.41, 0.18, 0.07, 0.17, 0.11, 0.05, 0.09, 0.10, 0.12, 0.11, 0.12, 0.10, 0.05, -0.38, 0.20, 0.07, 0.17, 0.12, 0.02, 0.08, 0.12, 0.11, 0.12, 0.07, 0.11

***

Entry 3:
Entry from the Open Molecules 2025 dataset: 8 unconnected molecules or ions with the total composition C18H48F3O9S7 (wB97M-V/def2-TZVPD).

Calculated values
total charge: -1
HOMO: -0.141 Ha
E_LUMO: 1.54 eV
energy: -4478.365034 a.u.
2S+1: 1

Geometry (Å):
C -0.8728 -0.3040 -0.3820
O -0.1150 0.8254 -0.8855
O -2.0827 -0.1859 -1.0647
C 0.0026 -1.5928 -0.5387
F -0.8525 -2.4850 -1.0336
F 0.8921 -1.3996 -1.5159
F 0.6007 -2.0722 0.5672
C 0.7601 1.5091 0.0101
C 1.5218 2.4810 -0.9498
H 2.2993 2.9678 -0.3610
H 2.0571 1.8385 -1.6489
H 0.7737 3.1772 -1.3288
H 1.4834 0.9005 0.5529
H 0.2389 2.0629 0.7909
H -0.9554 -0.1873 0.6986
C -4.6662 -2.3507 -1.6296
S -5.8842 -3.5833 -2.1793
O -6.7472 -4.1397 -1.0595
C -7.0367 -2.2871 -3.0083
H -3.8307 -2.7712 -1.0700
H -5.1347 -1.5749 -1.0240
H -4.1821 -2.0525 -2.5596
H -7.3159 -1.6956 -2.1364
H -7.9074 -2.9122 -3.2063
H -6.5570 -1.7854 -3.8486
C -3.8393 -0.5576 2.0092
S -3.0994 -1.9012 3.0120
O -3.9450 -1.9631 4.2929
C -3.5721 -3.3256 2.0644
H -3.7308 -0.7063 0.9349
H -3.3787 0.3945 2.2728
H -4.8554 -0.5797 2.4032
H -3.1976 -4.2342 2.5358
H -3.3626 -3.3476 0.9949
H -4.6596 -3.2716 2.1160
C -0.8871 -3.6938 4.7205
S -0.2041 -5.3947 4.3632
O -1.2083 -6.0782 3.4975
C 1.1290 -4.7367 3.3133
H -1.0492 -3.1874 3.7690
H -0.1246 -3.2212 5.3395
H -1.9109 -3.7195 5.0938
H 0.6184 -4.3954 2.4128
H 1.8770 -5.4806 3.0391
H 1.7874 -3.9047 3.5632
C 7.8977 3.8554 0.1301
S 6.4110 2.7632 0.2748
O 5.4900 3.3495 1.3116
C 5.4775 2.9334 -1.3873
H 7.7199 4.6847 -0.5546
H 8.7299 3.1855 -0.0862
H 8.0665 4.3263 1.0985
H 6.1358 3.3883 -2.1275
H 4.5951 3.5663 -1.2922
H 5.0102 1.9839 -1.6482
C 1.8161 0.0142 -4.3664
S 0.5194 1.0938 -5.1502
O -0.8328 0.9333 -4.4617
C 1.3384 2.8288 -4.8224
H 1.8230 0.4232 -3.3561
H 2.7963 0.1983 -4.8062
H 1.5436 -1.0408 -4.3376
H 1.0055 3.0547 -3.8094
H 1.0251 3.6505 -5.4665
H 2.4160 2.6988 -4.9223
C 4.7646 0.1354 2.1871
S 4.3488 -1.6054 1.9382
O 3.0045 -1.5889 2.6748
C 3.7842 -1.3775 0.1639
H 5.7261 0.3438 1.7179
H 4.8258 0.3269 3.2584
H 4.0089 0.8209 1.8034
H 2.7156 -1.1960 0.2787
H 3.7300 -2.3165 -0.3869
H 4.3326 -0.7143 -0.5051
C -1.7455 4.4331 1.0077
S -2.6357 4.3964 -0.5887
O -2.0340 3.2417 -1.4192
C -4.2381 3.7086 0.0589
H -1.9225 3.5661 1.6442
H -2.1872 5.2877 1.5201
H -0.6772 4.6377 0.9367
H -4.9365 3.6741 -0.7773
H -4.6266 4.4800 0.7237
H -4.0983 2.7763 0.6060

Just the Löwdin charges please, in e? Sure, here they are: -0.44, -0.13, -0.22, -0.58, 0.12, 0.12, 0.12, -0.26, -0.06, 0.05, 0.05, 0.06, 0.09, 0.10, 0.12, -0.28, 0.82, -0.60, -0.22, 0.02, 0.05, 0.06, 0.04, 0.03, 0.05, -0.23, 0.80, -0.57, -0.24, 0.03, 0.04, 0.04, 0.04, 0.04, 0.06, -0.25, 0.81, -0.57, -0.28, -0.01, 0.05, 0.04, 0.05, 0.04, 0.04, -0.25, 0.82, -0.57, -0.21, 0.04, 0.04, 0.05, 0.03, 0.04, 0.03, -0.26, 0.81, -0.54, -0.21, 0.01, 0.04, 0.05, 0.02, 0.03, 0.03, -0.29, 0.86, -0.59, -0.23, 0.01, 0.05, 0.05, 0.01, 0.04, 0.04, -0.28, 0.84, -0.55, -0.24, 0.05, 0.03, 0.05, 0.04, 0.03, 0.05